Entry 1:
{"formula": "C33H65Br2Cl2F3N2O17P4", "method": "ωB97M-V/def2-TZVPD", "species": ["Br", "Br", "Cl", "Cl", "P", "P", "P", "P", "F", "F", "F", "O", "O", "O", "O", "O", "O", "O", "O", "O", "O", "O", "O", "O", "O", "O", "O", "O", "N", "N", "C", "C", "C", "C", "C", "C", "C", "C", "C", "C", "C", "C", "C", "C", "C", "C", "C", "C", "C", "C", "C", "C", "C", "C", "C", "C", "C", "C", "C", "C", "C", "C", "C", "H", "H", "H", "H", "H", "H", "H", "H", "H", "H", "H", "H", "H", "H", "H", "H", "H", "H", "H", "H", "H", "H", "H", "H", "H", "H", "H", "H", "H", "H", "H", "H", "H", "H", "H", "H", "H", "H", "H", "H", "H", "H", "H", "H", "H", "H", "H", "H", "H", "H", "H", "H", "H", "H", "H", "H", "H", "H", "H", "H", "H", "H", "H", "H", "H"], "coordinates": [[0.76790, -5.33869, -1.56910], [0.88802, -5.37829, 1.77344], [-1.58334, -0.85639, 0.08185], [-1.41898, -4.53913, 3.69148], [-1.23367, 1.76237, 3.94925], [3.10765, 5.25666, -0.77586], [-0.76375, -6.62558, -6.93386], [9.40466, 5.93927, 1.49636], [-6.11352, -5.99281, 1.63834], [-4.90465, -6.22265, -0.46648], [-6.42800, -4.41158, -0.16798], [8.99519, 5.10379, 2.80821], [2.46212, 4.04035, -0.18849], [-0.73567, -7.34504, -8.37447], [8.34696, 7.15328, 1.46212], [-2.21419, 2.51687, 4.98841], [0.77527, -6.24944, -6.65710], [-0.30020, 3.12022, 3.26293], [-4.37332, -4.31884, 1.05145], [10.78429, 6.66325, 1.91037], [2.36751, 5.85863, -2.07065], [-0.05952, 0.94881, 4.92451], [4.62861, 5.04373, -1.26072], [-1.05586, -7.84338, -5.91870], [3.21340, 6.51127, 0.23098], [-1.72256, -5.48107, -6.82468], [9.47739, 5.13705, 0.23450], [-2.43343, -2.69199, 1.80407], [-3.55853, -0.92059, 6.70845], [-2.02030, 0.92411, 2.64719], [1.75629, -7.26223, -6.71857], [8.91569, 5.76544, 4.05233], [-3.23541, -5.01140, 1.67078], [-7.99051, 0.41092, -0.84320], [-1.66064, -1.50040, 1.87049], [5.47316, 4.32571, -0.38517], [-2.66423, 1.94496, 1.80847], [8.33431, 7.94358, 0.29136], [-1.76338, 2.49373, 0.50511], [11.91431, 5.83323, 2.08580], [-1.98879, -7.60160, -8.97386], [-2.57128, -0.42101, 2.80262], [-6.64449, -0.04687, -3.07663], [2.00523, 6.98815, 0.78735], [-0.78595, -4.56564, 0.93595], [-2.10720, -3.97793, -1.35745], [-3.47786, -0.37854, 5.43666], [1.72845, -0.27855, 0.65616], [-4.20046, -0.61536, 2.58315], [1.03126, -1.72462, 1.13663], [-6.38178, -0.23145, 1.15018], [-6.96656, 1.09529, -1.93018], [-0.81040, -4.56204, -0.54999], [-1.92588, -3.99188, 1.95287], [-2.45407, -1.10651, 4.33159], [-5.39093, -5.25133, 0.54015], [3.37920, -0.28389, 0.86987], [-1.07974, -7.53474, -4.54000], [-4.78456, -0.72583, 1.08627], [-7.29977, -0.88364, -0.04050], [-0.79606, 2.81405, -0.49509], [2.88785, 7.01580, -2.68882], [-0.09457, -1.55531, 2.30124], [2.23233, 7.52147, 1.71376], [-6.70688, 0.34753, -4.17913], [9.74302, 5.43097, 4.68412], [-6.73888, -1.61405, -0.76232], [-5.56355, -0.47839, -2.82288], [3.71681, -0.86289, 1.83215], [-7.47680, 2.03857, -2.42565], [-7.38383, -0.96342, -2.90997], [-1.73494, -3.58300, -2.40358], [-6.77566, -0.50623, 2.22535], [1.53090, 7.68130, 0.08856], [5.31337, 4.63446, 0.65157], [1.45931, -0.14392, -0.49358], [0.51123, 2.70313, 2.84910], [2.20676, 7.85124, -2.50537], [-3.65182, -5.46446, 2.69866], [11.91052, 5.42175, 3.09794], [8.96248, 6.85273, 3.94930], [-2.86719, -5.96862, 1.06147], [-1.53339, -6.55635, -4.35920], [-2.79912, -4.91741, -1.60483], [1.94880, -2.29515, 1.65205], [-4.28913, -0.01144, 0.27528], [7.97268, 5.49634, 4.53523], [-1.85898, -8.35512, -9.75459], [7.78044, 7.42259, -0.49452], [11.92620, 5.01818, 1.35691], [-0.06060, -7.54624, -4.14636], [2.58914, -6.90967, -7.33252], [12.81609, 6.43616, 1.95350], [0.16230, -0.49261, 2.78695], [5.27788, 3.25455, -0.48664], [-6.35037, 0.95916, 1.10267], [-9.02522, 0.13183, -1.32148], [3.92206, -0.66335, -0.12212], [-2.77132, 2.93239, 2.47879], [-2.70413, -7.97710, -8.23699], [-5.97897, 1.42981, -1.35380], [-2.79131, -3.24985, -0.77074], [-2.37165, -6.68272, -9.42652], [-0.02891, 3.07133, -1.37097], [6.51309, 4.52461, -0.65567], [9.35214, 8.15234, -0.04942], [3.69792, 0.86192, 0.96216], [-4.81444, -1.79074, 0.59879], [0.75468, -2.38470, 0.21742], [1.31988, 6.16663, 1.01352], [-8.21867, -1.41655, 0.50076], [2.12309, -7.46092, -5.70788], [1.36971, -8.19079, -7.14673], [7.83486, 8.89061, 0.51013], [-1.36956, -1.23858, 4.71533], [-2.90285, -2.21591, 4.29744], [-1.66716, -8.29585, -4.02048], [-4.69288, 0.36420, 3.06160], [-4.64904, -1.53551, 3.19669], [0.87135, 0.98893, 4.55083], [2.95020, 6.84229, -3.76626], [-2.90407, -1.73316, 6.68818], [-8.22913, 1.23822, -0.01967], [3.88129, 7.27667, -2.31464], [1.28763, 0.64677, 1.22062], [-4.13409, 0.56582, 5.19254], [0.17893, -2.31713, 3.16179], [-3.72331, 1.78302, 1.37195]], "homo_lumo_gap_ha": 0.3150, "homo_ev": -9.04, "smiles": "[H]/N=C\\C[C@@](CCCCCCC)(N(CC#C)P(=O)(O)O)[C@@](Cl)(CCCC)O[C@@](Cl)(COC(F)(F)F)/C(Br)=C(\\C)Br.COP(=O)(OC)OC.COP(=O)(OC)OC.COP(=O)(OC)OC"}


Entry 2:
{"formula": "C28H62O13P2SSi", "method": "ωB97M-V/def2-TZVPD", "species": ["S", "P", "P", "Si", "O", "O", "O", "O", "O", "O", "O", "O", "O", "O", "O", "O", "O", "C", "C", "C", "C", "C", "C", "C", "C", "C", "C", "C", "C", "C", "C", "C", "C", "C", "C", "C", "C", "C", "C", "C", "C", "C", "C", "C", "C", "H", "H", "H", "H", "H", "H", "H", "H", "H", "H", "H", "H", "H", "H", "H", "H", "H", "H", "H", "H", "H", "H", "H", "H", "H", "H", "H", "H", "H", "H", "H", "H", "H", "H", "H", "H", "H", "H", "H", "H", "H", "H", "H", "H", "H", "H", "H", "H", "H", "H", "H", "H", "H", "H", "H", "H", "H", "H", "H", "H", "H", "H"], "coordinates": [[2.00863, 0.61987, 0.35276], [5.12916, -2.08095, -0.56789], [2.54430, -0.58024, -3.00960], [2.16799, -1.18161, -0.88536], [-7.54177, 5.53239, 0.47854], [6.11204, -0.07209, 5.19958], [0.30043, -2.58303, -2.12060], [0.26725, -4.80385, -5.23671], [-6.95645, 0.25365, -2.22228], [5.66923, -1.10645, 0.55556], [1.04751, 1.44574, -0.32465], [5.25822, -1.27676, -1.93449], [7.34069, 4.70985, 6.71665], [5.90489, -3.29177, -0.59237], [2.98261, -1.76096, -3.79720], [1.59746, 0.18249, 1.66078], [-3.13897, -2.35137, -0.03768], [5.45232, 3.59544, 7.60211], [5.95783, -1.37342, 5.77912], [0.30348, -4.01297, -2.06202], [-4.15616, -3.25776, -1.97373], [1.60636, -4.27620, -5.19489], [3.40513, -2.44813, -0.27087], [-0.30329, -4.56117, -6.52339], [6.41884, 2.55449, 7.04134], [-7.76609, 7.50257, -0.81742], [1.97907, -3.94232, -6.62997], [-6.34642, 5.68715, -0.29572], [-9.09757, 1.08387, -1.64363], [0.62142, -3.57398, -7.22457], [6.47740, -0.20248, 3.82292], [-8.50557, 6.50424, 0.06159], [6.84452, -1.66180, 3.60595], [5.94364, -2.36076, 4.62012], [0.43673, -1.95719, -0.86106], [7.29027, 3.40488, 6.13087], [-6.69077, 6.62266, -1.44641], [-5.24515, -2.87872, -0.97388], [-4.45557, -2.77581, 0.32462], [-8.23392, 0.56679, -2.78528], [-6.87266, 0.79739, -0.89888], [3.52140, 1.54133, 0.51577], [6.35676, 4.81257, 7.74829], [-8.05636, 1.74066, -0.74226], [-2.97277, -2.45254, -1.45637], [4.66204, 3.79948, 6.87592], [7.89316, -1.82863, 3.86153], [-5.82830, 7.17612, -1.81349], [-7.80100, 2.73124, -1.12509], [6.80574, -1.55670, 6.44747], [5.61429, 0.08436, 3.20899], [3.41659, 0.52246, -3.10479], [-8.95184, 6.96542, 0.94284], [-5.57555, 6.11773, 0.35162], [-1.31781, -4.18002, -6.39967], [1.60923, -3.38400, -4.57183], [6.84952, 3.49177, 5.13075], [4.02218, 1.26002, 1.42996], [4.14768, 1.46575, -0.36278], [5.04123, -1.39614, 6.36891], [5.93426, 1.73623, 6.51546], [3.18573, -3.40540, -0.71698], [-8.64428, -0.32521, -3.25945], [-0.30531, -1.18582, -0.70239], [-6.92915, -0.03093, -0.18324], [1.31465, -0.07670, -3.47145], [0.40457, -2.63561, -0.01489], [-0.26777, -4.36579, -2.90693], [5.61233, -0.18775, 0.22582], [-9.57133, 0.24969, -1.12138], [6.68944, -1.98784, 2.58208], [-8.09313, 1.33466, -3.55386], [6.86861, 4.81296, 8.71707], [3.27332, -2.53617, 0.80105], [7.30047, 0.47961, 3.60442], [-3.94277, -4.32753, -1.90741], [8.30473, 3.01841, 6.02847], [4.93160, -2.45446, 4.21898], [-4.40627, -3.02480, -3.00710], [6.28918, -3.35263, 4.90513], [2.72008, -3.14790, -6.69375], [-9.88000, 1.76223, -1.97956], [-0.35378, -5.51121, -7.06722], [5.82223, 5.75711, 7.64049], [-8.41606, 7.99017, -1.54195], [4.98128, -1.90942, -2.63485], [1.31805, -4.37922, -2.16438], [-2.96936, -1.43938, -1.87423], [7.02005, 2.13189, 7.85056], [3.21438, 2.57437, 0.60454], [-4.38050, -3.74856, 0.82362], [-5.66809, -1.90720, -1.23792], [-4.88321, -2.06016, 1.02783], [-5.91200, 1.29742, -0.77323], [4.98360, 3.30155, 8.53999], [0.35858, -2.55029, -6.94891], [-6.05936, -3.59977, -0.91726], [0.57945, -3.65601, -8.30966], [-0.15803, -4.36539, -1.14696], [-8.37685, 1.85040, 0.29172], [-7.30262, 8.27555, -0.20081], [-9.29489, 5.99040, -0.49843], [-6.00716, 4.70856, -0.63779], [-7.11127, 6.05542, -2.27992], [2.37896, -4.82507, -7.13488], [2.26961, -5.01747, -4.74533], [-2.01520, -2.91556, -1.67279]], "homo_lumo_gap_ha": 0.3435, "homo_ev": -9.23, "smiles": "COC[Si@@](CP(=O)(O)O)([PH2]=O)S(C)(=O)=O.C1CCOC1.C1CCOC1.C1CCOC1.C1CCOC1.C1CCOC1.C1CCOC1"}


Entry 3:
{"formula": "CH2N2S3", "method": "ωB97M-V/def2-TZVPD", "species": ["S", "S", "S", "N", "N", "C", "H", "H"], "coordinates": [[0.18698, 1.57246, 0.79789], [-1.93972, -0.63512, 2.13826], [-1.40285, 0.25036, 0.49835], [0.80403, -0.46141, -0.84637], [-0.49704, -0.52552, -0.93826], [1.26471, 0.55180, -0.24320], [-0.76276, -1.43373, -1.30986], [2.34665, 0.68116, -0.09679]], "spin_multiplicity": 3, "homo_lumo_gap_ha": [0.2186, 0.2154], "e_above_lowest_kcal_mol": 40.6, "homo_ev": [-6.02, -8.67], "s2": 2.014}


Entry 4:
{"formula": "C34H51BBrNO11S4", "method": "ωB97M-V/def2-TZVPD", "species": ["Br", "S", "S", "S", "S", "O", "O", "O", "O", "O", "O", "O", "O", "O", "O", "O", "N", "C", "C", "C", "C", "C", "C", "C", "C", "C", "C", "C", "C", "C", "C", "C", "C", "C", "C", "C", "C", "C", "C", "C", "C", "C", "C", "C", "C", "C", "C", "C", "C", "C", "C", "B", "H", "H", "H", "H", "H", "H", "H", "H", "H", "H", "H", "H", "H", "H", "H", "H", "H", "H", "H", "H", "H", "H", "H", "H", "H", "H", "H", "H", "H", "H", "H", "H", "H", "H", "H", "H", "H", "H", "H", "H", "H", "H", "H", "H", "H", "H", "H", "H", "H", "H", "H"], "coordinates": [[7.09606, 0.83612, -2.87993], [5.01322, -1.23188, 0.50569], [-6.47469, -4.69115, 2.31713], [4.09144, 2.61414, 1.71108], [-1.31235, 5.81979, -6.62271], [-1.31216, -0.92907, 4.42777], [-7.57230, -4.69170, 1.37300], [3.10651, 3.07732, 0.75634], [-6.23280, -3.58730, 3.22458], [4.36153, -0.10573, -3.19542], [-0.50192, 6.82677, -7.27819], [-1.13686, -3.44290, -0.35345], [-0.84038, 5.07042, -5.47736], [5.42584, 2.21064, 1.31483], [-1.75675, 1.06008, -2.51094], [0.19176, 3.46695, -1.66791], [-2.06622, 1.37994, 3.71082], [3.16479, 3.39219, 4.02728], [-0.85607, -2.20134, 0.00729], [-3.91403, 5.83517, -7.15514], [3.27755, 1.87171, 4.12746], [4.40228, 1.47891, -1.17973], [4.22062, 3.81847, 3.01819], [0.24664, 0.13655, -1.01024], [0.48928, -1.31825, -0.21048], [4.79180, -3.08464, 4.51843], [5.15163, 0.68789, -2.42172], [-2.16191, -1.32437, 0.58906], [2.21305, 3.03596, -3.46617], [1.28726, 3.31826, -4.83018], [1.32845, -4.38804, 1.32567], [4.03570, -3.56847, 3.14677], [-2.19651, -0.15539, 3.74392], [-3.50015, -0.77333, 2.94939], [1.93673, -1.83629, 0.33255], [-5.72142, -7.19056, 2.43671], [-4.48862, -6.41917, 1.96791], [2.32257, -3.14576, 1.17225], [1.50989, 1.14185, -1.35915], [-3.36143, 4.45129, -7.49294], [2.72887, -2.65700, 2.72151], [3.01782, 0.61295, -0.86445], [-3.11575, -1.87743, 1.80068], [-2.37935, -0.01574, -0.15438], [-1.89811, 4.66718, -7.84908], [-2.90931, 6.51630, -6.22742], [3.35737, 1.32296, 2.70388], [-4.96709, -5.06917, 1.43627], [-1.34971, 0.49333, -1.37720], [-6.53809, -6.20356, 3.25746], [3.22231, -0.81851, -0.02345], [1.28578, 2.59507, -2.16712], [-2.60594, -2.85833, 2.24151], [3.06533, 2.26579, -3.72983], [0.26661, -4.16796, 1.82234], [1.07785, -4.82636, 0.25428], [-1.79736, 5.14196, -8.82963], [-3.93310, -6.97040, 1.20276], [4.20907, 2.57660, -1.52723], [2.71000, 4.07730, -3.17139], [-4.13452, -2.22515, 1.28437], [-4.23778, 0.07111, 2.53888], [5.22556, 3.74340, 3.44421], [0.38761, 3.53442, -0.66792], [-1.30730, 3.75034, -7.81266], [3.34900, -3.56842, 0.72914], [-5.44956, -8.07293, 3.02335], [5.09623, 1.56342, -0.21186], [-2.88356, 7.59729, -6.38651], [-3.81186, -6.26254, 2.81666], [3.70023, -4.69275, 3.21930], [-4.14774, -1.35639, 3.76550], [1.86607, -2.92736, 3.50066], [5.92416, -2.78419, 4.28888], [2.36354, 1.10927, 2.30101], [-3.44223, 3.79696, -6.61672], [4.19039, 1.60905, 4.67578], [1.81983, -5.24891, 1.94879], [-6.30017, -7.52599, 1.56782], [-2.85573, 1.73273, 3.09444], [2.16666, 3.66581, 3.66492], [4.88028, -4.05611, 5.20672], [-7.57500, -6.51440, 3.39589], [-3.12320, 6.29919, -5.17728], [5.51186, -2.11023, -0.47741], [-5.20144, -5.11944, 0.36940], [-3.28161, 0.68812, 0.16020], [1.90715, 3.20881, -5.82299], [-4.02064, 6.42021, -8.07671], [2.43221, 1.43816, 4.67089], [4.86736, -3.54106, 2.29040], [0.39731, 2.54295, -4.80118], [-3.91065, 3.98442, -8.31575], [-4.23209, -4.28130, 1.61944], [-2.34444, 1.68215, 4.67995], [2.92316, -1.50597, 2.79966], [4.26902, -2.21331, 5.09799], [3.31712, 3.87548, 4.99674], [4.05469, 4.82106, 2.62036], [3.98066, 0.42663, 2.65264], [0.89519, 4.43621, -4.70695], [-4.90259, 5.77356, -6.68947], [-6.06845, -6.01446, 4.22737]], "homo_lumo_gap_ha": 0.2687, "homo_ev": -8.57, "smiles": "CCC[C@@H](C)c1c(S)c(CC(=O)Br)c(B(O)CC)c2c1C(=O)C(CCC(N)=O)=CC2=O.O=S1(=O)CCCC1.O=S1(=O)CCCC1.O=S1(=O)CCCC1"}


Computed values of strongest force on any atom (unit: eV Å⁻¹) for the preceding records, in sequence: 9.806, 1.961, 2.914, 9.227.